Run a
Formula: C3H12N2O
Source: the OMol25 dataset
Level of theory: ωB97M-V with the def2-TZVPD basis set

Structure (XYZ):
```
18
Properties=species:S:1:pos:R:3:mulliken_charge:R:1
C -3.89731 -0.23497 0.18637 -0.431
C -2.62878 -0.60778 0.08097 -0.360
N 2.72089 4.11725 -0.34673 -0.636
H -4.27093 0.71617 0.54431 0.245
H -0.12770 -2.54054 0.95672 0.257
H -4.67672 -0.93473 -0.09992 0.209
H -1.77406 -0.13672 0.53959 0.157
H -2.29494 -1.45047 -0.51697 0.177
H 2.11170 3.86997 0.42610 0.213
H 2.74618 3.36760 -1.02542 0.214
H 2.44237 4.97713 -0.77185 0.209
N 1.65016 -1.88728 -0.78014 -0.462
C 1.27762 -1.27246 0.45571 -0.112
O -0.01039 -1.59629 0.94237 -0.503
H 2.53534 -2.33820 -0.88537 0.194
H 0.92997 -2.35177 -1.30490 0.208
H 2.03811 -1.51865 1.19920 0.272
H 1.22849 -0.17824 0.39995 0.148
```

For the molar mass, the calculation gives 92.14 Da. For the HOMO energy, the calculation gives -0.3419 Eh. Its multiplicity is 1. Its structure (SMILES) is C=C.NCO.N.



Run b
Formula: C3H12N2O
Source: the OMol25 dataset
Level of theory: ωB97M-V with the def2-TZVPD basis set

Structure (XYZ):
```
18
Properties=species:S:1:pos:R:3:mulliken_charge:R:1
N 0.93714 1.96891 -0.01976 -0.581
C 0.11509 1.50735 1.11244 -0.947
C -0.17697 -0.01391 1.29197 -0.567
N -0.68280 -0.52768 0.00573 -0.126
C -1.38558 -1.82251 0.27095 -0.790
H 0.38154 2.06153 -0.93613 0.300
H 1.47116 1.18385 -0.22372 0.305
H -0.87748 2.04838 1.16441 0.370
H 0.48957 1.82258 2.09698 0.340
H -0.86672 -0.01494 2.19522 0.376
H 0.78310 -0.56240 1.55059 0.312
H -1.29904 0.23308 -0.39436 0.230
H -0.90834 -2.74724 -0.08302 0.265
H -2.54708 -1.92814 0.08037 0.252
H -1.23828 -1.97698 1.31132 0.314
H 1.98754 -1.15334 -1.94233 0.319
H 0.37249 -1.11200 -1.97170 0.291
O 1.14449 -0.74607 -2.35019 -0.663
```

For the molar mass, the calculation gives 92.14 Da. For the HOMO energy, the calculation gives -0.3396 Eh. Its multiplicity is 1. Its structure (SMILES) is CNCCN.O.



Run c
Formula: C3H12N2O
Source: the OMol25 dataset
Level of theory: ωB97M-V with the def2-TZVPD basis set

Structure (XYZ):
```
18
Properties=species:S:1:pos:R:3:mulliken_charge:R:1
N 2.04418 0.17311 0.78674 -0.658
C 1.77417 0.21002 -0.71132 -0.424
C 0.36309 -0.24091 -1.02382 -0.750
N -0.51495 -0.67787 0.05182 -0.203
C -1.84802 -1.03608 -0.36613 -0.918
H 1.38645 0.85799 1.15320 0.215
H 2.96618 0.61038 0.73149 0.261
H 2.54688 -0.40043 -1.20483 0.360
H 1.85845 1.25398 -1.03576 0.252
H 0.38240 -1.02698 -1.78941 0.358
H -0.08247 0.56678 -1.59043 0.393
H -0.04611 -1.45782 0.49316 0.191
H -1.89558 -1.39433 -1.40743 0.304
H -2.50398 -0.14034 -0.47323 0.296
H -2.42928 -1.51954 0.40733 0.382
H -1.38105 0.73548 1.60054 0.298
H -1.54453 2.14919 2.08896 0.305
O -1.07585 1.33734 2.28912 -0.661
```

For the molar mass, the calculation gives 92.14 Da. For the HOMO energy, the calculation gives -0.3281 Eh. Its multiplicity is 1. Its structure (SMILES) is CNCCN.O.



Winner for stability: run c



Run a
Formula: C12H24Cl12
Source: the OMol25 dataset
Level of theory: ωB97M-V with the def2-TZVPD basis set

Structure (XYZ):
```
48
Properties=species:S:1:pos:R:3:mulliken_charge:R:1
Cl 3.26031 -2.26730 -1.22971 -0.198
C 1.75526 -2.32318 -0.19304 -0.047
C 1.66738 -3.65391 0.59412 -0.307
Cl 3.25029 -3.90578 1.43180 -0.188
H 0.84778 -2.19059 -0.78210 0.532
H 1.77349 -1.42713 0.42732 -1.010
H 1.52890 -4.51806 -0.05562 0.444
H 0.82887 -3.68076 1.29002 0.399
Cl 2.17887 -1.91253 4.34771 -0.141
C 1.84026 -0.43601 3.60551 -0.194
C 2.61967 -0.26252 2.27430 0.357
Cl 2.38335 1.51910 1.70016 -0.190
H 2.02326 0.27232 4.41352 0.397
H 0.77802 -0.30759 3.39748 -0.025
H 2.32250 -0.91000 1.44933 0.128
H 3.65263 -0.41422 2.58749 0.512
Cl 0.84742 2.28807 -0.36451 -0.268
C 1.03495 1.74969 -2.06788 0.264
C 2.35218 2.35981 -2.71356 -0.788
Cl 3.90075 1.86034 -2.00598 -0.175
H 0.10981 2.13807 -2.49377 0.269
H 1.01664 0.66050 -2.03030 -0.181
H 2.29246 3.44749 -2.75204 0.394
H 2.34333 2.13517 -3.78012 0.392
Cl -2.95140 1.42323 -0.52705 0.132
C -3.43290 0.51464 0.90925 -0.529
C -3.85825 1.43304 2.10162 -0.471
Cl -4.86467 0.53870 3.17431 -0.201
H -2.66115 -0.19366 1.21061 0.309
H -4.33029 -0.05073 0.65796 0.481
H -4.16865 2.45336 1.87645 0.368
H -2.94055 1.66426 2.64242 0.228
Cl 0.19654 -1.82438 1.72836 -0.189
C -0.03746 -0.15235 1.40718 -0.085
C -0.69012 0.17279 0.02945 -1.872
Cl 0.30202 -0.21361 -1.47923 -0.547
H 0.95338 0.29983 1.45045 -0.803
H -0.79690 0.28139 2.05773 0.707
H -0.63623 1.26136 0.01511 1.013
H -1.73093 -0.13897 -0.05782 0.746
Cl -1.79483 0.28237 -5.22302 -0.221
C -1.34138 0.02861 -3.48432 -0.504
C -2.36145 0.46072 -2.48209 0.243
Cl -2.33263 2.14131 -2.00954 -0.134
H -0.32659 0.40736 -3.36244 0.176
H -1.26951 -1.04266 -3.29640 0.453
H -2.17925 -0.12313 -1.57985 -0.282
H -3.35538 0.15546 -2.80924 0.604
```

For the molar mass, the calculation gives 593.76 Da. For the HOMO energy, the calculation gives -0.3042 Eh. Its multiplicity is 1.



Run b
Formula: C12H24Cl12
Source: the OMol25 dataset
Level of theory: ωB97M-V with the def2-TZVPD basis set

Structure (XYZ):
```
48
Properties=species:S:1:pos:R:3:mulliken_charge:R:1
Cl 4.61324 -1.24942 -2.20207 -0.206
C 4.71039 -2.63342 -3.34091 -0.402
C 5.27529 -2.16654 -4.66383 -0.441
Cl 5.67078 -3.61931 -5.63943 -0.196
H 3.70218 -3.01088 -3.46752 0.290
H 5.37077 -3.37025 -2.89568 0.332
H 6.16247 -1.55568 -4.54474 0.333
H 4.51292 -1.64381 -5.23397 0.299
Cl -1.57102 2.20682 -0.53864 -0.206
C -3.03075 1.22041 -0.36230 -0.085
C -4.29891 1.98758 -0.63311 -0.448
Cl -4.75370 3.03328 0.72933 -0.188
H -3.00645 0.76430 0.62739 0.164
H -2.94555 0.36039 -1.03024 0.112
H -5.10178 1.28165 -0.83360 0.326
H -4.16919 2.63787 -1.49373 0.303
Cl -0.72198 4.10743 4.55816 -0.211
C 0.36469 3.08253 3.59791 -0.162
C 0.79176 3.82081 2.35514 -0.429
Cl 1.93983 2.78946 1.42576 -0.198
H -0.21297 2.21553 3.28146 0.059
H 1.22372 2.75130 4.17675 0.330
H 1.26013 4.78898 2.49301 0.398
H -0.06723 3.94592 1.69850 0.225
Cl 0.17470 -1.28936 -1.42512 -0.252
C 1.26506 -0.27236 -0.47173 0.169
C 1.56072 -0.82153 0.89519 -0.432
Cl 0.06783 -0.95234 1.88626 -0.158
H 0.82301 0.71417 -0.35807 -0.123
H 2.19121 -0.18696 -1.03597 0.126
H 2.18964 -0.13727 1.45771 0.237
H 1.99502 -1.81719 0.88081 0.377
Cl 0.99400 0.20616 6.75390 -0.212
C -0.18155 -0.22484 5.46650 -0.100
C -1.51061 0.38366 5.78649 -0.411
Cl -2.65398 -0.00343 4.45511 -0.181
H -0.21370 -1.30885 5.40098 0.398
H 0.24329 0.12915 4.53239 -0.117
H -1.46643 1.46391 5.86015 0.215
H -1.90990 -0.06935 6.68943 0.396
Cl -2.24232 -4.07868 -3.35341 -0.189
C -1.77587 -2.59508 -4.18510 0.041
C -3.00875 -1.81106 -4.59994 -0.496
Cl -2.64349 -0.08884 -4.80170 -0.193
H -1.22197 -2.88394 -5.07628 0.299
H -1.14436 -1.97311 -3.56063 -0.043
H -3.74703 -1.87604 -3.79809 0.279
H -3.50314 -2.25179 -5.46251 0.377
```

For the molar mass, the calculation gives 593.76 Da. For the HOMO energy, the calculation gives -0.3964 Eh. Its multiplicity is 1. Its structure (SMILES) is ClCCCl.ClCCCl.ClCCCl.ClCCCl.ClCCCl.ClCCCl.



Winner for stability: run b



Run a
Formula: CH4OSSi
Source: the OMol25 dataset
Level of theory: ωB97M-V with the def2-TZVPD basis set

Structure (XYZ):
```
8
Properties=species:S:1:pos:R:3:mulliken_charge:R:1
C 1.44771 0.46306 0.00179 -0.347
O 3.99690 0.42119 -0.00114 -0.491
Si -0.25134 -0.33085 0.00007 0.443
S 2.81351 -0.44047 0.00043 0.342
H 1.56716 1.53647 0.00152 0.370
H -1.23300 0.75129 0.04875 -0.121
H -0.37610 -1.20271 1.16995 -0.099
H -0.41077 -1.12473 -1.22032 -0.097
```

For the molar mass, the calculation gives 92.19 Da. For the HOMO energy, the calculation gives -0.3583 Eh. Its multiplicity is 1.



Run b
Formula: CH4OSSi
Source: the OMol25 dataset
Level of theory: ωB97M-V with the def2-TZVPD basis set

Structure (XYZ):
```
8
Properties=species:S:1:pos:R:3:mulliken_charge:R:1
C -1.83446 -0.96708 -0.43456 -0.267
O 1.26570 -0.25500 -0.40138 -0.357
Si 1.77511 1.03817 0.19483 0.506
S -1.90262 0.18322 0.68875 -0.212
H -0.96616 -1.18077 -0.99416 0.243
H 1.18441 2.31256 -0.03761 -0.067
H 2.84416 1.32899 1.02184 -0.091
H -2.57714 -1.77541 -0.46566 0.244
```

For the molar mass, the calculation gives 92.19 Da. For the HOMO energy, the calculation gives -0.3186 Eh. Its multiplicity is 1. Its structure (SMILES) is O=[SiH2].C=S.



Winner for stability: run a